No. 1
Below is C41H37CeF5OP2 as an isolated structure, with properties calculated with ωB97M-V/def2-TZVPD.

```
87
Properties=species:S:1:pos:R:3:forces:R:3
Ce 0.154 0.568 -0.141 1.1 -1.5 1.1
C -1.198 2.820 -5.512 0.2 0.1 -0.1
C -0.592 3.770 -4.790 0.2 -0.1 -0.8
C -1.131 5.168 -4.666 0.3 0.5 -0.3
C -2.658 5.311 -4.407 0.3 0.5 0.1
C -3.304 4.169 -3.673 -0.6 0.0 -0.4
C -3.799 3.082 -4.277 -0.6 0.8 0.3
C -3.731 2.803 -5.743 -0.3 -0.2 -0.2
C -2.376 3.094 -6.402 -0.2 -0.1 -0.3
C -1.233 -0.605 1.334 0.1 0.0 0.2
H -0.839 1.791 -5.557 0.3 0.4 0.0
H 0.443 3.629 -4.447 -0.5 -0.2 0.1
H -0.886 5.681 -5.617 -0.1 0.1 0.5
H -0.602 5.722 -3.873 0.0 -0.2 -0.3
H -2.790 6.209 -3.772 0.0 -0.3 -0.5
H -3.174 5.515 -5.365 0.1 -0.2 0.6
H -3.498 4.381 -2.616 -0.2 -0.3 -0.4
H -4.515 2.453 -3.757 0.5 0.1 -0.1
H -4.530 3.393 -6.229 0.3 -0.2 0.0
H -3.991 1.750 -5.919 0.0 0.2 0.1
H -2.286 2.428 -7.280 0.0 0.5 0.3
H -2.364 4.132 -6.763 0.2 -0.4 0.1
H -1.016 -1.640 1.030 -0.1 0.1 0.1
H -2.294 -0.468 1.549 0.2 0.0 0.0
H -0.642 -0.385 2.247 -0.2 -0.1 -0.2
P 0.763 1.884 -2.606 0.8 -1.9 1.7
P -2.541 1.271 -0.568 0.3 -1.1 1.1
C -0.628 2.865 -2.135 -1.9 0.8 0.6
C -1.841 2.600 -1.499 1.2 1.2 -1.3
C 2.282 2.714 -2.063 -0.5 0.7 0.0
C 2.412 4.090 -2.329 0.3 -0.4 0.3
C 3.505 4.788 -1.818 0.1 -0.3 0.1
C 4.430 4.120 -1.001 -0.1 -0.1 -0.1
C 4.276 2.755 -0.699 0.2 0.3 0.0
C 3.204 2.043 -1.229 -0.4 0.0 -0.2
C 0.987 0.844 -4.022 0.1 -0.8 -0.9
C 0.086 -0.229 -4.243 0.6 0.4 0.2
C 0.418 -1.205 -5.178 0.1 0.2 -0.1
C 1.639 -1.120 -5.872 0.0 0.4 0.1
C 2.530 -0.056 -5.661 -0.5 -0.3 0.1
C 2.205 0.927 -4.732 -0.5 0.2 0.6
C -3.170 2.094 0.940 -0.3 0.1 -0.4
C -2.266 2.804 1.748 -0.2 -0.3 0.0
C -2.674 3.264 2.997 -0.1 0.0 -0.1
C -4.000 3.071 3.412 -0.1 -0.1 -0.2
C -4.921 2.424 2.578 0.4 0.1 -0.1
C -4.509 1.929 1.338 0.5 0.0 0.0
C -3.765 0.168 -1.265 -0.4 -0.2 -0.7
C -3.724 -1.211 -0.984 0.2 0.3 0.1
C -4.658 -2.064 -1.569 -0.2 0.3 -0.2
C -5.590 -1.552 -2.493 0.4 0.0 0.3
C -5.616 -0.185 -2.788 -0.1 0.1 0.0
C -4.730 0.676 -2.141 0.1 0.0 0.2
H -0.457 3.935 -2.304 -0.2 -0.3 0.1
H -2.449 3.488 -1.348 0.5 0.1 0.2
H 1.651 4.587 -2.927 0.3 0.1 0.0
H 3.636 5.844 -2.058 0.0 -0.3 0.1
H 5.287 4.671 -0.599 -0.4 -0.3 -0.1
H 5.007 2.252 -0.056 -0.3 0.2 -0.3
H 3.085 0.966 -1.023 0.2 0.4 -0.1
H -0.836 -0.282 -3.649 0.2 -0.1 -0.4
H -0.272 -2.028 -5.378 0.3 0.2 0.1
H 1.895 -1.888 -6.599 -0.1 0.1 0.2
H 3.467 0.016 -6.212 -0.3 -0.1 0.1
H 2.886 1.751 -4.497 -0.1 -0.3 -0.3
H -1.238 2.987 1.403 -0.3 0.0 0.2
H -1.967 3.782 3.644 -0.2 -0.1 -0.2
H -4.322 3.443 4.386 0.1 -0.1 -0.3
H -5.957 2.303 2.879 0.2 0.0 0.0
H -5.199 1.407 0.673 0.1 0.1 0.3
H -2.958 -1.575 -0.293 -0.4 -0.1 -0.3
H -4.666 -3.124 -1.310 0.0 0.3 -0.1
H -6.300 -2.228 -2.971 0.2 0.2 0.1
H -6.335 0.220 -3.512 0.3 -0.2 0.4
H -4.745 1.758 -2.290 -0.3 -0.6 0.1
F 4.053 -3.370 4.289 -0.5 0.5 -0.8
C 3.432 -2.836 3.223 0.1 -0.1 0.2
C 3.270 -3.594 2.058 0.6 -0.7 0.4
F 3.793 -4.831 2.007 -0.5 0.9 0.1
C 2.609 -3.085 0.957 -0.3 0.3 -0.5
F 2.447 -3.848 -0.145 0.1 0.6 0.8
C 2.094 -1.774 0.982 0.3 -0.4 0.9
O 1.417 -1.263 -0.034 -1.1 1.8 -0.7
C 2.277 -1.027 2.164 -0.2 -0.1 -0.6
F 1.720 0.264 2.168 0.4 -0.8 -0.2
C 2.935 -1.530 3.270 0.1 0.1 0.9
F 3.064 -0.805 4.401 -0.1 -0.5 -1.0
```
Forces are in eV/Å.

The value obtained for the LUMO energy (spin up / spin down) is -7.160 / -7.165 eV. The calculation puts the largest force on an atom at 2.7 eV/Å. The spin multiplicity is 1. Its charge is +2. The HOMO energy (spin up / spin down) is -13.4833 / -13.4835 eV.

Atom charges from the Mulliken analysis, given in e for atoms 1 to 4: 1.02 0.13 -0.83 -1.43

No. 2
Below is a 8-piece molecular cluster, C20H60N4O8 overall, with properties calculated with ωB97M-V/def2-TZVPD.

```
92
Properties=species:S:1:pos:R:3:forces:R:3
C -13.360 2.520 -3.883 -0.3 0.1 0.5
O -13.640 2.697 -5.241 1.0 -0.4 -0.8
C -14.990 2.857 -5.619 0.0 -0.2 0.8
C -15.883 1.684 -5.226 -1.4 0.4 -0.3
C -15.464 0.324 -5.807 0.7 1.4 1.6
N -17.271 2.030 -5.637 0.0 0.3 0.2
H -13.871 1.644 -3.468 -0.4 0.3 0.2
H -13.597 3.461 -3.369 -0.2 -0.3 0.4
H -12.312 2.295 -3.673 0.2 0.3 -0.7
H -15.395 3.750 -5.115 -0.1 0.1 -0.1
H -14.984 3.011 -6.698 -0.1 0.0 0.0
H -15.987 1.709 -4.132 0.9 -0.7 0.1
H -16.328 -0.311 -5.636 0.2 -0.5 -0.6
H -14.614 0.020 -5.189 -0.1 -0.5 -0.1
H -15.048 0.444 -6.804 -0.6 -0.3 -0.3
H -17.596 2.651 -4.890 -0.1 0.3 -0.6
H -17.895 1.239 -5.444 0.6 0.0 -0.3
C -21.901 7.518 0.822 -0.4 -1.3 -0.2
O -20.950 6.502 1.082 0.3 0.3 0.7
C -20.042 6.252 0.041 -0.3 0.1 -0.4
C -19.287 4.965 0.316 -0.1 -0.7 -0.3
C -18.573 4.951 1.663 0.6 -0.4 -0.7
N -18.316 4.670 -0.780 -0.8 0.3 0.7
H -22.359 7.766 1.775 0.1 0.3 0.0
H -22.670 7.034 0.206 -0.2 0.5 -0.2
H -21.528 8.402 0.302 0.3 0.0 0.1
H -20.608 6.097 -0.892 0.2 0.3 -0.1
H -19.367 7.114 -0.071 0.1 -0.1 -0.2
H -20.018 4.151 0.237 -0.2 0.1 0.5
H -17.990 4.026 1.732 -0.2 -0.1 0.0
H -19.204 5.000 2.544 -0.1 0.4 -0.1
H -17.814 5.737 1.597 -0.2 0.3 0.5
H -18.380 5.421 -1.462 0.5 0.0 0.0
H -17.406 4.612 -0.345 0.3 0.2 -0.5
C -18.764 -0.220 -3.077 -1.0 0.1 0.8
O -19.004 0.029 -4.436 0.1 -0.4 -0.5
C -20.302 0.527 -4.746 0.0 -0.5 0.9
C -21.416 -0.520 -4.519 0.5 -0.7 -0.8
C -21.171 -1.769 -5.393 1.2 0.0 0.6
N -22.749 -0.003 -4.799 0.0 1.0 0.0
H -19.053 -1.234 -2.779 0.4 -0.2 -0.2
H -19.417 0.396 -2.440 0.2 0.3 -0.1
H -17.736 -0.001 -2.801 0.1 -0.1 -0.3
H -20.436 1.375 -4.066 -0.4 0.3 -0.3
H -20.289 0.858 -5.784 0.1 0.0 0.0
H -21.317 -0.858 -3.486 -0.5 0.3 0.2
H -20.495 -2.450 -4.864 0.0 0.1 0.1
H -20.579 -1.496 -6.270 -0.5 0.0 -0.4
H -22.049 -2.370 -5.611 -0.2 0.4 -0.2
H -22.940 -0.027 -5.797 0.1 -0.4 0.0
H -22.754 1.002 -4.621 -0.2 -0.2 0.4
C -21.799 8.891 -3.155 0.0 0.3 0.3
O -21.498 7.979 -4.177 -0.3 -0.5 -0.3
C -20.834 8.528 -5.300 0.7 0.0 0.4
C -20.761 7.543 -6.448 -0.6 -0.2 -1.5
C -20.155 6.182 -6.149 -0.1 0.9 0.3
N -19.995 8.218 -7.517 0.2 -0.1 0.2
H -20.899 9.350 -2.729 0.1 0.1 -0.2
H -22.282 8.369 -2.330 -0.1 -0.3 -0.2
H -22.487 9.663 -3.510 0.1 0.1 0.0
H -21.265 9.462 -5.680 -0.4 0.0 0.3
H -19.813 8.785 -4.973 0.1 0.1 -0.3
H -21.760 7.336 -6.859 -0.3 0.2 0.6
H -19.134 6.382 -5.826 0.1 -0.5 0.2
H -20.130 5.533 -7.024 -0.1 0.1 -0.1
H -20.794 5.722 -5.396 0.4 -0.2 0.2
H -20.500 9.023 -7.869 0.0 0.0 0.0
H -19.899 7.574 -8.294 0.1 0.1 0.0
C -22.123 3.475 -1.987 1.0 0.0 1.1
C -23.064 4.018 -0.924 -0.2 -0.5 -0.7
O -24.001 2.984 -0.579 0.1 0.9 0.3
H -21.281 4.176 -2.006 -0.2 0.1 -0.7
H -22.582 3.298 -2.955 -0.1 0.3 -0.1
H -21.638 2.543 -1.682 -0.3 -0.1 0.2
H -23.541 4.898 -1.375 -0.4 -0.1 0.1
H -22.566 4.384 -0.023 0.4 -0.2 -0.1
H -24.438 3.326 0.211 -0.2 -0.4 -0.1
C -15.920 8.372 -3.816 0.4 0.2 0.5
C -15.545 7.199 -4.679 -0.8 -0.3 -0.5
O -16.671 6.313 -4.809 0.1 -0.1 0.1
H -16.795 8.962 -4.088 0.1 -0.1 -0.7
H -15.012 8.983 -3.842 -0.3 0.4 0.4
H -16.145 8.079 -2.788 0.4 -0.2 0.0
H -14.690 6.676 -4.239 -0.1 0.0 0.0
H -15.282 7.512 -5.695 0.2 0.2 0.2
H -16.473 5.661 -5.491 -0.1 -0.1 0.1
O -18.908 6.720 -3.106 0.1 0.1 -0.3
H -18.179 6.600 -3.745 0.1 0.2 0.1
H -19.585 7.217 -3.593 -0.1 -0.3 0.3
O -18.813 3.735 -3.735 -0.2 -0.1 0.0
H -19.071 3.593 -2.813 0.3 0.1 0.0
H -18.787 4.696 -3.825 -0.1 0.0 0.1
```
Forces are in eV/Å.

The value obtained for the LUMO energy is 0.633 eV. The calculation puts the largest force on an atom at 2.3 eV/Å. The spin multiplicity is 1. The calculation puts the relative energy (zero: lowest compared OMol25 entry of this formula, charge and spin) at 24.2 kcal/mol. Its structure (SMILES) is COC[C@H](C)N.COC[C@H](C)N.COC[C@H](C)N.COC[C@H](C)N.CCO.CCO.O.O. The HOMO energy is -8.3600 eV.

Atom charges from the Mulliken analysis, given in e for atoms 1 to 4: -0.56 -0.43 -0.18 0.59

No. 3
Below is a 9-piece molecular cluster, C45H57N9O16 overall, with properties calculated with ωB97M-V/def2-TZVPD.

```
127
Properties=species:S:1:pos:R:3:forces:R:3
C -2.918 -2.652 -2.762 1.8 1.0 -1.8
C -3.919 -3.142 -1.726 0.6 0.0 -2.0
C -3.319 -3.597 -0.427 1.4 -2.7 2.7
C -4.362 -3.857 0.719 1.2 1.4 -2.5
C -4.860 -2.475 1.004 1.0 1.2 3.0
C -5.532 -1.622 -0.047 0.5 -0.4 -2.0
N -4.872 -1.977 -1.449 -0.4 6.0 -4.1
O -5.064 -1.080 -2.409 1.0 -5.7 5.6
C -5.267 -0.044 0.178 -12.2 -1.7 -2.0
C -6.984 -2.105 -0.255 0.6 4.0 -5.7
C -4.785 -4.172 -2.437 -1.4 -3.6 1.8
H -2.097 -3.436 -2.980 -1.7 0.8 0.5
H -2.277 -1.772 -2.367 -1.3 -1.0 -0.7
H -3.491 -2.435 -3.787 1.6 -0.2 2.3
H -2.658 -2.820 -0.022 0.0 0.0 -0.3
H -2.638 -4.574 -0.354 -1.3 2.0 -1.5
H -3.892 -4.263 1.586 0.5 -0.1 0.6
H -5.121 -4.556 0.452 -0.7 -0.5 -0.4
H -3.895 -1.863 1.425 -2.5 -1.3 -0.6
H -5.648 -2.699 1.766 0.7 1.2 0.1
H -5.783 0.580 -0.710 1.1 -1.5 2.1
H -4.359 0.018 0.112 10.1 1.4 -0.1
H -5.779 0.211 1.120 0.7 0.0 -0.3
H -7.521 -1.417 -1.189 1.4 -1.8 3.1
H -7.368 -1.965 0.648 -2.4 1.0 3.7
H -7.179 -3.088 -0.516 0.4 -2.1 -0.6
H -5.490 -3.809 -3.213 1.0 -0.1 0.2
H -5.450 -4.500 -1.558 0.4 -0.1 -1.6
H -4.213 -5.215 -2.736 -1.1 3.1 0.6
N -0.621 -0.206 0.809 1.4 -4.2 -5.0
O 0.586 0.049 0.829 0.9 2.0 1.2
O -1.055 -1.036 1.606 -1.7 0.6 1.7
O -1.174 -0.121 -0.376 -0.9 1.2 2.0
C -1.271 4.944 -0.300 6.0 -1.4 -7.2
C -0.529 3.607 -0.696 2.2 16.2 -6.1
C 0.520 3.740 -1.697 -0.7 3.3 -0.3
C 0.802 5.131 -2.405 -4.6 -0.3 0.6
C -0.174 6.286 -2.290 0.9 -2.5 1.5
C -1.144 6.158 -1.121 0.3 -1.5 0.6
N 1.850 5.320 -3.515 2.0 -2.5 5.1
O 1.907 6.376 -4.027 -0.3 1.5 -2.1
O 2.824 4.527 -3.378 -1.9 0.7 -1.3
H -2.079 4.932 0.240 -4.0 -0.3 3.7
H -0.538 2.760 -0.426 -1.3 -11.4 4.8
H 1.118 2.836 -1.990 -0.5 1.3 0.2
H -0.113 7.170 -3.075 -0.2 -2.0 2.2
H -1.932 6.934 -0.702 2.0 -1.2 -1.7
C 4.142 0.318 2.807 0.9 6.2 5.6
C 2.929 0.969 3.424 2.5 0.6 0.3
C 3.079 1.973 4.638 6.3 -3.4 -6.2
C 4.460 2.538 4.933 -0.3 -4.3 -2.4
C 5.676 1.895 4.372 -2.4 -1.2 -1.5
C 5.440 0.785 3.221 -3.1 3.5 4.8
N 4.601 3.626 5.914 -2.6 -3.4 -0.8
O 5.427 4.415 5.687 2.7 2.8 0.0
O 3.793 3.588 6.812 -0.2 0.6 1.0
H 4.306 -0.399 2.129 -0.9 -2.7 -2.8
H 1.997 0.724 2.774 1.0 0.6 2.1
H 2.191 2.302 4.924 -3.4 1.9 1.8
H 6.754 2.137 4.790 -2.5 -0.4 -1.2
H 6.278 0.243 2.982 2.0 -0.9 -0.9
C 3.719 3.011 0.245 4.6 2.7 1.6
C 5.092 3.639 0.246 0.7 -3.7 -3.6
C 6.126 2.979 -0.712 -5.4 -0.9 1.0
C 5.616 1.881 -1.570 -3.0 0.2 3.8
C 4.221 1.242 -1.234 1.7 1.1 -2.9
C 3.278 1.853 -0.288 2.2 -2.1 -4.1
N 6.536 1.182 -2.508 1.0 -2.0 0.3
O 6.250 0.032 -2.934 -0.1 2.6 0.8
O 7.646 1.687 -2.687 -1.5 -0.1 0.0
H 3.149 3.482 0.961 -1.8 1.1 1.3
H 5.432 4.530 0.854 -0.9 -1.3 -0.7
H 7.144 3.253 -0.692 0.9 0.4 -0.3
H 3.926 0.453 -2.091 0.6 1.6 2.6
H 2.231 1.487 -0.261 0.9 0.2 0.4
C 3.059 -3.878 2.952 -3.7 -0.1 0.3
C 1.818 -3.217 2.412 -3.0 -1.4 0.9
C 0.498 -3.921 2.799 1.3 -1.6 0.5
C 0.500 -5.287 3.651 3.7 3.7 -1.0
C 1.789 -5.797 4.306 -0.6 5.1 -5.1
C 3.054 -5.012 3.823 -1.5 -1.8 0.9
N -0.839 -5.808 3.995 -0.5 0.6 -1.2
O -0.832 -6.399 5.044 -1.0 -0.5 0.2
O -1.856 -5.611 3.252 2.7 -0.4 1.7
H 3.984 -3.420 2.721 0.8 0.3 -0.2
H 1.663 -2.117 1.696 0.9 -3.6 2.5
H -0.625 -3.578 2.493 3.3 -0.6 0.7
H 1.871 -6.696 4.857 -0.1 -0.5 0.6
H 4.087 -5.451 4.204 -2.4 1.1 -0.9
C 1.052 -4.378 -1.727 -0.7 4.9 -1.7
C 0.903 -2.858 -1.357 3.3 -1.9 0.7
C 1.647 -1.897 -2.126 -1.3 -7.5 -3.8
C 2.215 -2.307 -3.579 -2.3 -4.6 4.4
C 2.272 -3.759 -3.901 -0.5 2.2 1.5
C 1.523 -4.764 -2.965 2.1 2.0 -0.5
N 2.791 -1.267 -4.369 4.5 -2.2 -2.5
O 3.579 -1.622 -5.338 -2.9 0.7 2.3
O 2.748 -0.150 -3.961 -0.9 1.4 0.2
H 0.529 -5.081 -1.140 -0.2 -0.7 0.8
H 0.629 -2.686 -0.192 0.3 0.1 -3.2
H 1.534 -0.937 -1.976 -0.1 4.9 1.2
H 2.978 -4.004 -4.774 -1.7 0.0 1.3
H 1.488 -5.859 -3.096 0.4 0.8 -0.8
C -1.858 3.399 -4.110 1.8 2.9 -3.3
O -1.644 4.369 -4.928 -1.4 -2.3 3.1
N -1.115 2.302 -4.268 -3.3 -3.8 5.6
C -1.417 1.149 -3.203 3.2 5.8 2.3
C 0.046 2.135 -4.952 0.6 -0.3 -4.9
H -2.553 3.345 -3.229 0.2 0.5 -1.0
H -2.027 1.733 -2.434 0.8 -1.6 -0.7
H -0.486 0.672 -2.702 -1.1 1.6 -0.7
H -1.833 0.341 -3.579 -2.8 -3.4 -2.4
H -0.158 2.498 -6.018 0.2 -1.1 0.7
H 0.371 1.077 -4.942 0.1 0.9 -0.1
H 0.783 2.846 -4.760 1.7 0.9 1.3
C -2.070 4.095 3.361 -2.9 6.4 -0.4
O -2.967 4.900 2.965 2.1 -1.2 0.8
N -2.138 2.862 3.289 -1.9 -9.6 -0.8
C -0.980 1.993 3.714 0.8 2.6 -1.1
C -3.355 2.058 2.810 -0.2 1.4 5.0
H -1.187 4.299 3.935 1.0 1.5 0.2
H -1.252 0.971 3.509 0.2 -0.3 0.2
H -0.782 2.224 4.803 0.1 -0.6 -1.3
H -0.112 2.340 2.981 -1.4 -1.1 1.9
H -4.295 2.614 2.713 0.4 0.1 1.1
H -3.449 0.950 3.106 0.1 1.9 1.8
H -3.268 1.701 1.935 1.7 -1.2 -7.6
```
Forces are in eV/Å.

The value obtained for the LUMO energy is -4.678 eV. The calculation puts the largest force on an atom at 17.5 eV/Å. The spin multiplicity is 1. The calculation puts the relative energy (zero: lowest compared OMol25 entry of this formula, charge and spin) at 100.0 kcal/mol. The HOMO energy is -8.7942 eV.

Atom charges from the Mulliken analysis, given in e for atoms 1 to 4: -1.17 1.21 -0.28 -1.21